(1)
Computed, not measured: a single CH6N4 molecule, with ωB97M-V with the def2-TZVPD basis set.

The geometry in XYZ format:
```
11
Properties=species:S:1:pos:R:3
C -0.22 0.53 0.02
H 2.72 -0.52 -0.53
H 2.05 -1.12 0.85
H 1.63 1.14 0.61
H -0.56 1.59 -0.03
H -2.56 0.40 -0.73
H -2.81 -1.08 -0.12
N 1.85 -0.72 -0.10
N 1.18 0.50 -0.06
N -0.93 -0.51 0.00
N -2.34 -0.21 0.10
```

Output
ΔE to the lowest compared entry with this formula, charge and spin ... 39.5 kcal per mole
Orbital gap ... 9.410 eV
SMILES string ... N/N=C/NN

---

(2)
Computed, not measured: a single CH6N4S molecule, with ωB97M-V with the def2-TZVPD basis set.

The geometry in XYZ format:
```
12
Properties=species:S:1:pos:R:3
C -1.17 -0.01 -0.02
H 1.54 -1.00 0.59
H 1.14 -1.09 -1.05
H -0.97 -2.00 0.25
H -1.03 1.97 -0.30
H 0.98 1.29 1.08
H 1.45 0.87 -0.50
N 0.95 -1.45 -0.13
N -0.42 -1.15 0.16
N -0.47 1.16 -0.18
N 0.86 1.44 0.10
S -2.86 -0.05 -0.01
```

Output
ΔE to the lowest compared entry with this formula, charge and spin ... 14.0 kcal per mole
Orbital gap ... 8.821 eV
SMILES string ... NNC(=S)NN

---

(3)
Computed, not measured: 2 unconnected molecules or ions with the total composition CH6N6O2, with ωB97M-V with the def2-TZVPD basis set.

The geometry in XYZ format:
```
15
Properties=species:S:1:pos:R:3
C 1.64 -0.72 -0.11
N -0.65 1.97 0.01
N -1.79 1.44 -0.13
N 2.75 -1.57 -0.17
N 1.66 0.52 0.18
N -2.00 0.21 0.11
N -3.21 -0.41 -0.01
O -3.54 -1.12 0.93
O -3.75 -0.42 -1.10
H 0.63 -1.21 -0.46
H -0.36 2.86 -0.36
H 3.48 -1.15 0.39
H 2.46 -2.47 0.06
H 0.13 1.27 0.10
H 2.55 0.79 0.54
```

Output
ΔE to the lowest compared entry with this formula, charge and spin ... 52.7 kcal per mole
Orbital gap ... 9.837 eV
SMILES string ... N/N=N/[N+](=O)[O-].[H]/N=C\N

---

(4)
Computed, not measured: 2 unconnected molecules or ions with the total composition CH6NO2, with ωB97M-V with the def2-TZVPD basis set.

The geometry in XYZ format:
```
10
Properties=species:S:1:pos:R:3
O 0.98 -0.35 2.40
H 0.53 -0.98 1.84
N 0.22 0.79 -0.06
C -0.13 0.34 -1.33
O -1.12 -0.78 -1.23
H 1.11 0.36 1.72
H 0.44 1.78 -0.17
H -0.67 1.08 -1.96
H 0.59 -0.11 -2.05
H -1.40 -0.62 -0.33
```

Output
Net charge ... -1
ΔE to the lowest compared entry with this formula, charge and spin ... 25.3 kcal per mole
Orbital gap ... 6.882 eV

---

(5)
Computed, not measured: 2 unconnected molecules or ions with the total composition CH6NO2, with ωB97M-V with the def2-TZVPD basis set.

The geometry in XYZ format:
```
10
Properties=species:S:1:pos:R:3
N -0.21 -1.94 -0.26
C 0.25 -0.59 0.28
O -0.66 0.06 1.00
H -0.24 -2.55 0.55
H -1.18 -1.85 -0.54
H 1.18 -0.87 0.81
H 0.59 0.01 -0.63
H -0.25 3.17 -0.81
H 0.18 1.81 -0.24
O 0.34 2.75 -0.16
```

Output
Net charge ... -1
ΔE to the lowest compared entry with this formula, charge and spin ... 15.0 kcal per mole
Orbital gap ... 6.908 eV

---

(6)
Computed, not measured: a single CH6NOP molecule, with ωB97M-V with the def2-TZVPD basis set.

The geometry in XYZ format:
```
10
Properties=species:S:1:pos:R:3
C -0.77 1.11 0.28
N -0.07 -1.45 0.08
O 1.67 0.33 -0.63
P 0.65 0.06 0.66
H -0.57 2.12 0.64
H -1.74 0.59 0.75
H -0.89 1.26 -0.88
H -0.33 -1.97 0.89
H 0.75 -1.94 -0.37
H 1.30 -0.11 -1.42
```

Output
ΔE to the lowest compared entry with this formula, charge and spin ... 12.8 kcal per mole
Orbital gap ... 9.714 eV
SMILES string ... CP(N)O

---

(7)
Computed, not measured: 3 unconnected molecules or ions with the total composition CH6NPS, with ωB97M-V with the def2-TZVPD basis set.

The geometry in XYZ format:
```
10
Properties=species:S:1:pos:R:3
C -0.80 0.82 0.69
N 0.87 -1.23 1.05
P -2.03 -0.45 0.43
S -0.14 -0.56 -0.31
H -0.07 1.02 1.40
H -0.94 1.66 0.04
H 1.53 -1.87 0.73
H 0.17 -1.32 1.74
H 0.93 1.14 -3.28
H 0.48 0.80 -2.49
```

Output
ΔE to the lowest compared entry with this formula, charge and spin ... 106.7 kcal per mole
Orbital gap ... 7.964 eV

---

(8)
Computed, not measured: a single CH6NPS molecule, with ωB97M-V with the def2-TZVPD basis set.

The geometry in XYZ format:
```
10
Properties=species:S:1:pos:R:3
C -0.52 -0.14 -1.58
N -0.87 0.37 1.43
P 2.27 -0.18 0.07
S 0.20 0.20 -0.13
H 0.09 -0.67 -2.25
H -1.39 0.33 -1.77
H -0.20 0.29 2.18
H -1.60 -0.30 1.61
H 1.80 -1.63 0.46
H 0.22 1.73 -0.02
```

Output
ΔE to the lowest compared entry with this formula, charge and spin ... 143.5 kcal per mole
Orbital gap ... 7.641 eV
SMILES string ... C=[S@@H](N)=P

---

(9)
Computed, not measured: a molecular structure, CH6NS, with ωB97M-V with the def2-TZVPD basis set.

The geometry in XYZ format:
```
9
Properties=species:S:1:pos:R:3
C 0.06 -0.45 -0.20
N -0.47 0.56 0.78
S 1.45 0.35 -1.06
H 0.55 -1.55 0.53
H -0.62 -0.97 -0.91
H -0.92 0.00 1.43
H -1.25 1.25 0.41
H 0.22 1.09 1.25
H 0.99 -0.26 -2.24
```

Output
Net charge ... +1
ΔE to the lowest compared entry with this formula, charge and spin ... 28.8 kcal per mole
Orbital gap ... 10.007 eV

---

(10)
Computed, not measured: a molecular structure, CH6Na5O6, with ωB97M-V with the def2-TZVPD basis set.

The geometry in XYZ format:
```
18
Properties=species:S:1:pos:R:3
Na -13.28 8.79 -20.66
Na -6.65 10.54 -13.49
Na -8.15 2.27 -15.86
Na -11.56 5.97 -11.50
Na -12.84 12.47 -15.15
C -10.02 7.24 -16.72
O -10.38 6.28 -17.43
O -10.03 8.41 -17.05
O -9.30 6.93 -15.77
O -15.21 3.15 -18.50
H -14.38 3.55 -18.75
H -15.71 3.10 -19.32
O -6.61 5.68 -20.51
H -6.19 5.63 -19.65
H -7.53 5.86 -20.32
O -7.60 10.61 -21.18
H -8.31 10.57 -21.82
H -7.79 9.91 -20.56
```

Output
Net charge ... +3
Orbital gap ... 2.533 eV

---

(11)
Computed, not measured: 3 unconnected molecules or ions with the total composition CH6O2, with ωB97M-V with the def2-TZVPD basis set.

The geometry in XYZ format:
```
9
Properties=species:S:1:pos:R:3
O -0.62 1.24 -0.47
H -0.56 0.28 -0.80
H 2.10 4.46 3.19
H 1.48 4.11 2.91
C -0.45 -2.05 -0.96
O -1.36 -1.04 -1.18
H 0.44 -1.74 -0.37
H -0.92 -2.85 -0.35
H -0.12 -2.39 -1.98
```

Output
Net charge ... -1
ΔE to the lowest compared entry with this formula, charge and spin ... 7.5 kcal per mole
Spin multiplicity ... 2
Orbital gap (spin up / spin down) ... 7.605 / 6.802 eV

---

(12)
Computed, not measured: 2 unconnected molecules or ions with the total composition CH6O3, with ωB97M-V with the def2-TZVPD basis set.

The geometry in XYZ format:
```
10
Properties=species:S:1:pos:R:3
C -1.22 -0.09 -0.48
H 0.56 -0.50 0.84
H 2.61 -0.01 -0.43
H -1.98 -0.91 -0.24
H -0.37 -0.53 -0.97
H -1.55 0.42 -1.31
H -0.68 1.40 0.54
O 1.51 -0.66 0.94
O 2.11 0.38 0.33
O -0.98 0.49 0.79
```

Output
ΔE to the lowest compared entry with this formula, charge and spin ... 72.2 kcal per mole
Orbital gap ... 10.633 eV
SMILES string ... CO.OO

---

(13)
Computed, not measured: 2 unconnected molecules or ions with the total composition CH6O3Si, with ωB97M-V with the def2-TZVPD basis set.

The geometry in XYZ format:
```
11
Properties=species:S:1:pos:R:3
C 2.23 -0.29 0.42
O -2.69 -0.10 0.32
O -0.41 1.21 0.03
O -2.46 -0.87 -0.88
Si 0.67 0.30 -0.53
H 3.04 -0.75 -0.21
H 2.73 0.61 0.90
H 1.91 -0.99 1.28
H -3.55 0.35 0.10
H -1.79 0.63 0.44
H 0.30 -0.10 -1.85
```

Output
ΔE to the lowest compared entry with this formula, charge and spin ... 210.1 kcal per mole
Orbital gap ... 7.678 eV

---

(14)
Computed, not measured: a molecular structure, CH6OP2, with ωB97M-V with the def2-TZVPD basis set.

The geometry in XYZ format:
```
10
Properties=species:S:1:pos:R:3
C 1.64 0.31 0.12
O -1.27 1.63 0.57
P -1.98 -1.28 -0.13
P -0.75 0.56 -0.26
H 2.10 0.89 -0.77
H 1.93 0.86 1.02
H 1.51 -0.77 0.04
H -1.65 -1.27 1.21
H -0.84 -2.17 -0.26
H -0.69 1.23 -1.55
```

Output
ΔE to the lowest compared entry with this formula, charge and spin ... 54.2 kcal per mole
Orbital gap ... 8.747 eV

---

(15)
Computed, not measured: 2 unconnected molecules or ions with the total composition CH6OS2, with ωB97M-V with the def2-TZVPD basis set.

The geometry in XYZ format:
```
10
Properties=species:S:1:pos:R:3
S -0.61 -1.57 -0.60
S -1.41 -1.44 1.31
C 0.12 -1.80 2.14
H 0.18 -0.48 -0.59
H 0.11 -1.33 3.14
H 0.93 -1.35 1.54
H 0.33 -2.88 2.26
O 0.14 3.60 -2.66
H 0.09 4.40 -3.23
H 0.11 2.85 -3.30
```

Output
ΔE to the lowest compared entry with this formula, charge and spin ... 5.4 kcal per mole
Orbital gap ... 9.281 eV
SMILES string ... CSS.O

---

(16)
Computed, not measured: a single CH6OSi molecule, with ωB97M-V with the def2-TZVPD basis set.

The geometry in XYZ format:
```
9
Properties=species:S:1:pos:R:3
C 0.07 0.43 1.46
O 0.70 -0.47 0.57
Si 0.05 -0.36 -1.36
H 0.44 1.43 1.15
H 0.46 0.04 2.34
H -0.97 0.29 1.31
H -0.20 0.98 -1.92
H -1.35 -1.10 -1.51
H 0.80 -1.25 -2.05
```

Output
ΔE to the lowest compared entry with this formula, charge and spin ... 60.6 kcal per mole
Orbital gap ... 10.368 eV
SMILES string ... CO[SiH3]

---

(17)
Computed, not measured: a single CH6OSi molecule, with ωB97M-V with the def2-TZVPD basis set.

The geometry in XYZ format:
```
9
Properties=species:S:1:pos:R:3
C -0.77 -0.97 0.86
O -0.44 0.06 -0.37
Si 1.07 0.25 -0.94
H -0.16 -0.65 1.81
H -0.54 -2.03 0.46
H -1.89 -0.76 0.94
H 0.47 1.38 -1.72
H 1.85 -0.69 -1.90
H 1.91 0.55 0.23
```

Output
ΔE to the lowest compared entry with this formula, charge and spin ... 46.0 kcal per mole
Spin multiplicity ... 3
Orbital gap (spin up / spin down) ... 5.177 / 6.724 eV

---

(18)
Computed, not measured: 2 unconnected molecules or ions with the total composition CH6P2S, with ωB97M-V with the def2-TZVPD basis set.

The geometry in XYZ format:
```
10
Properties=species:S:1:pos:R:3
C -0.97 0.79 -0.04
P 1.97 -0.22 0.12
P -0.10 -0.89 -0.16
S -1.52 1.18 1.70
H -0.38 1.76 -0.36
H -1.97 0.85 -0.58
H 2.56 -1.29 1.03
H 2.26 -0.72 -1.10
H 0.08 -1.35 -2.38
H -1.93 -0.11 1.76
```

Output
ΔE to the lowest compared entry with this formula, charge and spin ... 77.9 kcal per mole
Orbital gap (spin up / spin down) ... 8.027 / 8.028 eV

---

(19)
Computed, not measured: 2 unconnected molecules or ions with the total composition CH6S3, with ωB97M-V with the def2-TZVPD basis set.

The geometry in XYZ format:
```
10
Properties=species:S:1:pos:R:3
S 2.79 -1.34 -0.15
H 3.46 -0.14 0.13
H 3.25 -1.70 1.03
C -1.83 1.24 -0.12
S -0.73 0.37 -1.26
S -0.86 -1.51 -0.37
H -1.31 2.22 0.15
H -2.73 1.51 -0.76
H -2.30 0.72 0.92
H 0.27 -1.38 0.43
```

Output
ΔE to the lowest compared entry with this formula, charge and spin ... 20.4 kcal per mole
Orbital gap ... 9.479 eV
SMILES string ... CSS.S

---

(20)
Computed, not measured: 2 unconnected molecules or ions with the total composition CH6SSi, with ωB97M-V with the def2-TZVPD basis set.

The geometry in XYZ format:
```
9
Properties=species:S:1:pos:R:3
C -2.10 0.47 0.00
Si 2.51 -0.37 -0.02
S -1.24 -1.12 -0.02
H -1.94 0.90 0.93
H -3.06 0.21 -0.04
H -1.61 1.11 -0.85
H 2.29 -1.82 -0.33
H 1.95 -0.01 1.32
H 3.19 0.62 -1.00
```

Output
ΔE to the lowest compared entry with this formula, charge and spin ... 105.3 kcal per mole
Orbital gap (spin up / spin down) ... 8.214 / 5.704 eV

---

no.,total energy (Eh)
1,-260.63891
2,-658.84894
3,-520.51658
4,-246.90898
5,-246.92539
6,-513.05538
7,-835.83222
8,-835.77355
9,-494.30997
10,-1303.65767
11,-192.04159
12,-267.27229
13,-556.73776
14,-799.55186
15,-913.29384
16,-406.35078
17,-406.15306
18,-1122.43532
19,-1236.21088
20,-729.20889